(1)
The following is a DFT calculation (wB97M-V/def2-TZVPD) of a structure of composition C10H17N5NiO6P2S.

```
42
Properties=species:S:1:pos:R:3:mulliken_charge:R:1
Ni -0.536 -0.162 -0.888 0.004
C 2.106 -3.493 -1.551 -1.504
C 1.406 -2.181 -1.421 0.824
N 0.142 -2.038 -1.288 1.044
N -0.674 -3.125 -1.261 -1.188
C -1.943 -2.799 -1.183 0.640
N -2.815 -3.823 -1.123 -0.390
S -2.632 -1.185 -1.186 -0.716
C 2.173 -0.908 -1.434 0.443
C 3.552 -0.864 -1.563 -0.573
C 4.185 0.370 -1.573 -0.452
C 3.432 1.525 -1.458 -0.810
C 2.056 1.401 -1.331 -0.210
N 1.455 0.219 -1.320 0.139
H 1.376 -4.295 -1.556 0.372
H 2.791 -3.640 -0.713 0.358
H 2.691 -3.530 -2.472 0.355
H -2.466 -4.764 -1.186 0.225
H -3.800 -3.643 -1.137 0.204
H 4.120 -1.779 -1.650 0.391
H 5.262 0.426 -1.670 0.408
H 3.890 2.503 -1.464 0.423
H 1.400 2.258 -1.235 0.621
N -2.163 2.469 2.818 -0.289
C -1.155 1.973 1.801 0.881
C 0.184 2.647 2.095 -1.777
P -1.793 2.547 0.170 0.610
O -3.319 2.011 0.215 -0.548
O -1.807 4.020 0.247 -0.809
O -1.025 1.796 -0.898 -0.534
P -1.016 0.167 2.165 0.646
O -2.526 -0.349 1.983 -0.556
O -0.669 0.122 3.602 -0.830
O -0.135 -0.404 1.075 -0.241
H -2.252 3.485 2.754 0.369
H -1.854 2.155 3.745 0.384
H -3.071 2.041 2.613 0.358
H 0.111 3.727 1.965 0.439
H 0.925 2.268 1.391 0.336
H 0.526 2.397 3.100 0.438
H -3.457 1.193 -0.278 0.336
H -2.675 -0.737 1.097 0.181
```

Values from the calculation:
HOMO level (alpha / beta) in eV: -8.40 / -8.40
2S+1: 3

(2)
The following is a DFT calculation (wB97M-V/def2-TZVPD) of the molecule C12H10N2 at a distorted geometry.

```
24
Properties=species:S:1:pos:R:3:mulliken_charge:R:1
C 1.022 2.845 0.346 -1.003
C -0.997 1.676 -0.297 0.042
C -1.668 0.494 -0.268 -0.106
C -3.368 -0.830 0.137 -0.261
C -2.174 -1.672 0.108 -1.013
C -1.121 -0.793 -0.142 0.248
C 0.324 -0.825 -0.035 1.012
C 1.124 -1.966 0.121 -0.639
C 2.414 -1.986 0.090 -0.684
C 3.094 -0.755 -0.009 -0.605
C 2.364 0.426 -0.166 -0.647
C 1.027 0.346 -0.160 0.778
H 0.206 3.681 0.067 0.330
H 1.438 3.020 1.450 0.269
H 2.004 3.197 -0.311 0.302
H -1.480 2.623 0.016 0.311
H -4.371 -1.267 0.389 0.349
H -2.155 -2.656 0.157 0.597
H 0.708 -2.941 -0.104 0.264
H 3.048 -2.883 0.123 0.358
H 4.096 -0.773 0.025 0.522
H 3.019 1.385 -0.112 0.071
N 0.405 1.634 -0.063 0.208
N -3.084 0.489 0.056 -0.704
```

Values from the calculation:
SMILES: Cn1cc2nccc-2c2ccccc21
HOMO level in eV: -7.80